ORCA calculation (ωB97M-V/def2-TZVPD) on a cluster of 6 separate species, C20H32FO14S in total in a non-equilibrium geometry.

```
68
Properties=species:S:1:pos:R:3
H 9.15 10.56 36.28
O 10.90 10.14 28.58
H 8.65 12.80 31.93
C 8.02 17.84 34.48
H 7.31 12.92 35.88
O 1.88 15.01 35.13
C 3.22 15.03 35.50
F 5.91 12.01 34.17
C 7.92 12.54 31.18
H 6.66 14.76 34.24
H 9.58 14.13 35.95
C 3.63 13.63 35.10
H 6.22 18.58 33.43
O 0.16 13.51 34.77
C 7.04 18.08 33.18
O 4.71 7.58 32.85
H 3.07 16.47 37.02
C 3.29 10.63 32.56
S 6.35 16.46 32.92
H 7.00 12.50 31.94
C 8.18 11.17 30.54
H 7.16 11.74 28.72
C 6.76 15.71 34.44
H 4.40 13.06 35.62
O 7.81 10.78 37.71
H 6.81 10.05 29.11
H 7.45 10.73 35.72
H 9.57 13.03 34.78
C 4.36 7.73 31.61
O 4.29 8.97 31.30
H 6.13 16.19 35.34
C 8.04 16.36 34.78
C 4.50 9.81 32.34
H 2.85 14.42 37.63
H 8.36 16.41 35.78
H 8.06 10.39 31.38
H 3.47 11.17 33.55
O 7.14 15.76 31.87
O 9.63 11.16 30.21
C 8.21 12.65 36.39
H 7.99 13.41 30.42
C 4.96 8.87 33.36
H 4.40 15.29 37.29
C 7.78 11.94 38.44
H 3.95 13.79 34.17
H 2.96 11.32 31.81
O 4.93 16.40 32.68
H 7.59 18.38 35.42
C 9.56 13.03 35.85
O 8.16 13.01 37.77
O 4.19 6.71 30.87
H 6.03 9.29 33.63
O 8.69 10.27 28.48
C 8.18 11.10 36.38
H 5.44 10.29 32.02
H 7.59 18.46 32.28
C 3.37 15.28 37.00
H 10.52 12.67 36.31
H 8.86 18.30 34.20
H 2.38 10.03 32.59
O 2.33 12.94 34.87
C 7.58 10.84 29.09
C 1.36 13.84 34.97
O 7.32 11.90 39.59
H 3.78 15.89 35.05
H 4.50 8.85 34.33
C 9.84 10.44 29.02
H 8.96 15.83 34.19
```

Results
DFT total energy	-2332.6106	a.u.
2S+1	1
total charge	-1
E_HOMO	-6.776	eV
ΔE to the lowest compared entry with this formula, charge and spin	0.000	eV

Population analysis type natural (NBO), resulting atomic charges in e: 0.166, -0.594, 0.230, -0.360, 0.250, -0.485, 0.060, -0.967, -0.684, 0.288, 0.205, -0.118, 0.226, -0.634, -0.664, -0.467, 0.208, -0.639, 2.148, 0.293, 0.064, 0.193, -0.669, 0.253, -0.489, 0.207, 0.234, 0.236, 0.968, -0.470, 0.222, -0.423, 0.057, 0.232, 0.228, 0.194, 0.264, -0.955, -0.537, 0.032, 0.220, -0.114, 0.211, 0.964, 0.203, 0.224, -0.935, 0.198, -0.648, -0.482, -0.652, 0.211, -0.487, -0.079, 0.201, 0.260, -0.630, 0.226, 0.215, 0.208, -0.486, -0.092, 0.975, -0.624, 0.205, 0.201, 0.986, 0.218

***

ORCA calculation (ωB97M-V/def2-TZVPD) on a structure of composition C20H32IrN4OS4.

```
62
Properties=species:S:1:pos:R:3
H -2.78 -1.93 2.06
N -2.90 1.94 -1.56
H -0.85 -2.26 -4.59
S 1.99 -2.24 -1.17
H -0.42 -0.12 4.49
C -3.47 -1.42 1.40
N -2.93 -0.74 0.36
Ir -0.82 -0.50 0.31
H -0.18 2.66 1.83
C -0.55 -1.30 -2.75
C 1.48 1.31 2.14
H 0.46 0.53 -2.35
C -1.72 -3.19 -2.88
H -4.14 0.57 -2.46
C -3.32 0.56 -1.75
C 0.05 -1.76 3.18
C 2.91 -0.61 0.88
O -0.98 1.46 -0.46
H 2.33 -4.34 -0.22
H 3.72 0.09 1.13
C 3.36 -1.49 -0.28
H -1.87 4.30 -1.79
S -0.46 -2.45 1.56
H -0.34 0.47 -3.93
H -5.16 -2.08 2.51
H 1.16 -0.41 -3.69
H -5.82 0.31 -0.99
H 1.87 -3.02 1.82
H -0.31 3.84 -1.09
N -0.95 -1.60 -1.51
C -5.70 -0.86 0.80
C -1.77 2.30 -1.01
H 3.87 -0.90 -1.05
H 2.21 2.12 2.03
H 0.82 -4.41 1.65
C -1.69 -2.78 -1.59
H 1.85 0.62 2.90
S 1.46 0.45 0.52
H -1.69 4.18 -0.04
C -3.80 -0.14 -0.50
H 0.10 2.24 3.52
N -1.00 -2.25 -3.59
H 0.68 -4.14 -0.81
H 0.02 -2.58 3.90
H -3.48 2.67 -1.97
H 2.71 -1.20 1.77
C 1.47 -3.67 -0.22
H 4.04 -2.28 0.06
C 0.23 -0.11 -3.19
H 1.08 -1.42 3.08
S -1.20 0.63 2.35
C 1.06 -3.44 1.23
C -0.86 -0.63 3.63
C -4.82 -1.51 1.66
H -1.84 -0.99 3.94
H -2.17 -3.23 -0.74
H -2.18 -4.04 -3.36
H -2.50 0.01 -2.20
H -6.76 -0.89 0.97
C -5.16 -0.19 -0.28
C 0.12 1.86 2.49
C -1.39 3.74 -1.00
```

Results
DFT total energy	-2771.2520	a.u.
2S+1	2
expectation value of S²	0.75
total charge	+4
E_HOMO (spin up / spin down)	-20.795 / -20.730	eV
ΔE to the lowest compared entry with this formula, charge and spin	0.000	eV

Population analysis type natural (NBO), resulting atomic charges in e: 0.201, -0.534, 0.471, 0.890, 0.299, 0.030, -0.461, 0.720, 0.276, 0.415, -0.527, 0.240, -0.017, 0.272, -0.269, -0.525, -0.527, -0.739, 0.323, 0.298, -0.616, 0.273, 0.482, 0.280, 0.277, 0.271, 0.264, 0.243, 0.268, -0.569, -0.066, 0.741, 0.302, 0.296, 0.304, -0.134, 0.239, 0.431, 0.277, 0.208, 0.301, -0.481, 0.291, 0.296, 0.453, 0.225, -0.615, 0.309, -0.695, 0.221, 0.528, -0.534, -0.564, -0.194, 0.279, 0.248, 0.287, 0.218, 0.282, -0.196, -0.554, -0.710

***

ORCA calculation (ωB97M-V/def2-TZVPD) on a cluster of 3 separate species, C20H32N2O8 in total in a non-equilibrium geometry.

```
62
Properties=species:S:1:pos:R:3
C 5.86 -4.25 -0.07
C -2.49 1.84 -0.13
C 0.32 -2.89 -0.25
H 3.03 -2.65 0.30
H -4.68 3.36 -0.81
H -1.22 -0.64 -2.09
H -1.67 5.22 2.50
O -4.02 0.66 1.10
H -3.27 6.86 4.51
H 4.21 -0.55 -0.88
O 2.17 -3.91 -3.10
H -2.13 8.25 2.59
H -1.18 -4.80 -3.29
O -1.84 0.80 0.64
H -2.62 1.49 -1.15
C 4.90 -2.44 -1.58
O -4.33 6.46 0.05
O -3.57 5.92 2.11
H -3.69 2.66 1.47
C -0.27 -4.31 -0.16
H 1.36 -0.75 -2.47
H 0.67 -2.73 0.78
H 6.63 -4.66 -0.72
H 0.65 -2.19 -3.20
H -1.07 -5.93 -1.44
H -1.58 -1.90 0.02
H 5.57 -2.03 -2.33
H 6.17 -4.43 0.97
C -0.51 -1.33 -1.67
H -5.82 2.69 0.36
C 0.82 -1.68 -2.24
N -0.77 -1.96 -0.59
C 2.66 -1.95 -0.44
H -2.70 5.21 4.68
H -1.53 6.53 4.72
C -2.45 6.18 4.26
H 5.27 -2.26 0.59
H -1.13 -4.29 0.53
C -3.50 6.54 0.90
O -2.65 -1.01 1.72
C -4.95 2.46 -0.25
C -3.80 2.00 0.61
C -2.83 0.05 1.20
H -5.25 1.68 -0.96
H 6.72 -2.33 -0.43
O -2.36 7.26 0.79
H -0.69 7.37 2.03
C 3.77 -1.43 -1.36
C -1.78 7.34 2.10
N -0.84 -4.22 -2.53
H 2.24 -1.09 0.11
H 4.54 -3.39 -1.97
O 2.52 -4.72 -1.03
H 0.47 -4.99 0.26
C 5.71 -2.73 -0.29
H 3.36 -1.08 -2.31
C 2.10 -3.88 -1.86
C -2.29 6.08 2.76
H 4.91 -4.76 -0.26
C 1.49 -2.60 -1.20
H -1.89 2.74 -0.13
C -0.77 -4.88 -1.46
```

Results
DFT total energy	-1492.7095	a.u.
2S+1	1
total charge	0
E_HOMO	-7.712	eV

Population analysis type natural (NBO), resulting atomic charges in e: -0.616, -0.095, -0.030, 0.240, 0.238, 0.206, 0.178, -0.479, 0.228, 0.194, -0.734, 0.189, 0.351, -0.501, 0.181, -0.409, -0.571, -0.501, 0.193, -0.486, 0.239, 0.227, 0.197, 0.321, 0.159, 0.451, 0.196, 0.193, 0.326, 0.236, -0.489, -0.433, -0.380, 0.228, 0.225, -0.629, 0.185, 0.213, 0.967, -0.598, -0.633, 0.062, 0.973, 0.222, 0.193, -0.488, 0.209, -0.396, -0.097, -0.650, 0.176, 0.238, -0.788, 0.287, -0.397, 0.201, 0.779, 0.065, 0.242, -0.183, 0.213, 0.163

***

ORCA calculation (ωB97M-V/def2-TZVPD) on a structure of composition C20H32N4O6S2SbSe4Ti.

```
70
Properties=species:S:1:pos:R:3
H -5.32 2.70 -0.22
H -1.74 -2.25 4.98
H 3.74 -0.92 1.09
Ti -0.74 0.65 0.14
C -0.96 -3.04 2.44
O -2.17 1.05 1.52
H -2.97 0.64 -3.11
C 0.92 2.92 1.61
H 1.82 -2.83 1.60
C -4.37 2.89 -0.69
C -3.24 2.34 -0.12
N 1.84 0.93 2.04
Se 4.58 -0.13 -2.04
H 3.91 -3.28 0.00
H -1.07 -4.13 2.34
C 1.90 -2.72 -0.58
H -1.96 -2.61 2.53
Sb 2.61 0.33 -3.33
H 4.88 1.50 2.58
H -2.87 -2.50 -3.21
H 2.09 -1.64 -0.55
H 3.66 -3.11 -1.73
N 0.68 1.66 1.87
N -2.01 2.51 -0.62
S 2.59 3.29 1.47
C 4.27 -0.48 1.93
C -1.87 3.30 -1.69
O -4.39 1.35 1.70
Se 1.45 -1.53 -4.31
H -3.82 -1.54 -2.05
H -1.11 -3.90 5.07
C -0.48 3.67 -2.17
C -2.84 -1.99 -2.25
H -2.65 -2.74 -1.47
H 1.09 -4.23 0.77
O 0.24 4.36 -1.48
H -0.78 -1.38 -2.45
C 4.28 1.03 1.79
H -2.03 -0.31 -4.29
S -0.39 -2.43 0.85
H 4.74 1.31 0.84
H 0.70 3.22 -3.66
H 3.04 -4.54 -0.88
O -0.11 -0.96 1.16
H -0.20 -2.57 5.78
C -2.01 0.14 -3.30
N -0.06 3.86 1.46
Se 2.59 2.45 -4.53
H 5.30 -0.86 1.92
H 3.79 -0.79 2.86
C -4.23 3.65 -1.84
H -2.79 4.47 -3.22
H 0.18 -1.58 3.51
C -2.96 3.87 -2.34
C -3.32 1.50 1.14
H 0.02 4.39 0.59
O -0.27 3.26 -3.39
C -0.09 -2.63 3.62
H -0.98 3.45 1.55
C -1.76 -0.93 -2.26
H 0.84 -3.21 3.61
C 3.20 -3.46 -0.81
O -1.71 -0.33 -0.96
H -5.09 4.08 -2.33
H 1.22 -2.89 -1.42
Se 1.10 1.16 -1.18
H -1.21 0.88 -3.29
C -0.83 -2.85 4.94
C 2.90 1.61 1.82
C 1.24 -3.15 0.73
```

Results
DFT total energy	-12943.9091	a.u.
2S+1	1
total charge	-1
E_HOMO	-4.359	eV
ΔE to the lowest compared entry with this formula, charge and spin	0.224	eV

Population analysis type natural (NBO), resulting atomic charges in e: 0.249, 0.211, 0.232, 1.422, -0.584, -0.752, 0.188, 0.265, 0.238, -0.216, 0.112, -0.264, -0.781, 0.198, 0.225, -0.438, 0.245, 1.137, 0.208, 0.213, 0.249, 0.261, -0.398, -0.449, 0.393, -0.599, 0.155, -0.622, -0.777, 0.202, 0.195, 0.801, -0.615, 0.204, 0.220, -0.611, 0.214, -0.458, 0.227, 1.302, 0.259, 0.522, 0.184, -0.942, 0.215, -0.628, -0.811, -0.759, 0.208, 0.201, -0.149, 0.236, 0.248, -0.223, 0.754, 0.429, -0.713, -0.423, 0.399, 0.082, 0.201, -0.604, -0.729, 0.219, 0.232, -0.561, 0.246, -0.599, 0.090, -0.585

***

ORCA calculation (ωB97M-V/def2-TZVPD) on a structure of composition C20H32N9PdS2.

```
64
Properties=species:S:1:pos:R:3
S -0.92 3.40 3.44
Pd 0.69 0.29 0.33
H -0.78 -2.14 -1.45
S -0.22 0.66 2.39
H -1.06 -3.19 -0.05
C -1.66 2.22 4.58
C -3.73 2.74 0.67
C -2.83 3.38 -0.38
C 1.46 2.76 -0.71
C 1.93 1.83 -1.74
C 2.56 2.25 -2.90
C -1.56 2.31 -2.29
C 2.04 -0.38 -2.40
H 1.34 -5.22 -1.85
H -0.90 1.60 5.05
N -3.17 1.39 0.81
H 1.84 -1.15 2.57
H 3.52 -1.68 2.74
H -2.14 2.83 5.34
H 1.81 -1.41 -2.16
H -2.20 2.54 -3.15
C -2.44 1.07 -0.33
H -3.38 4.04 -1.04
C -3.98 0.42 1.53
H 2.54 -5.21 0.79
C -0.82 -2.17 -0.36
H 2.75 3.30 -3.07
N -2.33 2.21 -1.08
N 2.57 -2.40 1.06
C 2.76 -1.34 2.03
H -4.80 0.95 2.01
N 0.34 3.06 1.26
H 1.57 3.84 -0.80
H 3.10 -0.41 1.57
H 2.94 -0.81 -4.29
H -2.89 -1.81 -0.19
C 0.75 -4.54 -1.22
H -4.76 2.69 0.33
H 3.43 1.59 -4.75
N 0.46 -1.76 0.24
N 1.69 -3.73 -0.47
H 0.11 -5.15 -0.58
H -1.07 1.36 -2.46
H -1.94 -1.13 1.14
H -2.00 3.94 0.08
C 3.63 -3.32 0.73
C 2.94 1.29 -3.84
H 3.40 -4.93 -0.74
H 4.36 -2.87 0.05
C -1.97 -1.26 0.05
C -0.20 2.38 2.24
H 0.13 -3.94 -1.88
H -3.69 3.27 1.62
N 1.68 0.53 -1.50
H 4.15 -3.64 1.63
H -2.40 1.60 4.08
N -1.89 -0.03 -0.70
C 2.67 -0.04 -3.59
H -3.40 -0.08 2.31
C 1.48 -2.59 0.27
H -0.81 3.10 -2.20
N 0.87 2.25 0.30
C 2.85 -4.44 0.07
H -4.41 -0.33 0.87
```

Results
DFT total energy	-2198.1972	a.u.
2S+1	1
total charge	+1
E_HOMO	-10.291	eV
ΔE to the lowest compared entry with this formula, charge and spin	0.000	eV

Population analysis type natural (NBO), resulting atomic charges in e: 0.370, 0.752, 0.189, -0.109, 0.195, -0.758, -0.208, -0.215, 0.051, 0.154, -0.208, -0.405, 0.081, 0.217, 0.238, -0.455, 0.233, 0.218, 0.247, 0.218, 0.204, 0.638, 0.208, -0.408, 0.194, -0.227, 0.241, -0.429, -0.403, -0.411, 0.214, -0.397, 0.230, 0.202, 0.241, 0.196, -0.408, 0.186, 0.240, -0.628, -0.429, 0.199, 0.236, 0.191, 0.193, -0.209, -0.131, 0.216, 0.192, -0.231, -0.075, 0.222, 0.211, -0.456, 0.219, 0.232, -0.659, -0.238, 0.205, 0.656, 0.178, -0.199, -0.212, 0.203

***

ORCA calculation (ωB97M-V/def2-TZVPD) on the molecule C20H32O3.

```
55
Properties=species:S:1:pos:R:3
H 1.48 -0.85 2.34
H -1.51 -0.47 -1.13
H -1.23 -2.36 -0.51
C -1.22 -2.72 -2.62
O -0.23 -0.06 0.89
H -2.49 2.89 -2.26
H 0.52 2.43 -2.95
C -1.29 -1.46 -3.04
C 2.48 2.79 -1.06
H 2.71 2.03 -1.81
H 3.56 4.18 0.19
C -0.65 2.62 -1.15
H 4.29 3.92 -1.40
H -2.44 -3.52 -1.08
H -0.30 3.98 -2.78
C 1.53 3.82 -1.66
H 0.49 1.43 3.38
C -1.73 0.93 -2.65
H 1.26 4.56 -0.89
C 0.33 -4.37 0.17
C -0.50 -4.33 -0.86
C 1.09 -0.65 3.34
C 0.25 3.21 -2.23
H 4.44 2.68 -0.15
O -2.78 1.71 -0.60
O -1.71 1.28 1.90
H -1.05 -3.51 -3.34
C -0.64 0.50 1.89
H -3.45 1.09 -0.90
H 2.00 2.28 -0.22
H 0.31 -1.77 5.00
H -0.15 1.79 -0.66
C 0.52 -3.28 1.17
H 1.92 -0.30 3.96
C -1.97 2.09 -1.72
H 1.36 -2.70 3.92
C -1.52 -0.31 -2.20
H -0.74 0.34 4.01
C -0.66 -2.50 3.25
H 0.69 -2.33 0.65
C -1.40 -3.18 -1.20
H 0.92 -5.27 0.33
H -1.18 -1.25 -4.10
H 1.41 -3.48 1.77
H 2.05 4.36 -2.46
C 3.77 3.43 -0.57
H -0.88 3.39 -0.41
C 0.03 0.44 3.24
C 0.56 -1.95 3.95
H -1.61 -3.45 1.67
C -0.67 -3.09 2.07
H -1.59 -2.39 3.78
H -1.74 1.15 -3.71
H -0.56 -5.18 -1.54
H -2.08 1.40 0.99
```

Results
DFT total energy	-1006.9613	a.u.
2S+1	1
total charge	0
E_HOMO	-8.488	eV
SMILES	CCCCC[C@H](O)/C=C/C=C\C/C=C\C/C=C\CCCC(=O)O
ΔE to the lowest compared entry with this formula, charge and spin	0.905	eV

Population analysis type natural (NBO), resulting atomic charges in e: 0.226, 0.226, 0.225, -0.133, -0.647, 0.168, 0.202, -0.225, -0.396, 0.195, 0.199, -0.423, 0.199, 0.224, 0.197, -0.385, 0.239, -0.212, 0.192, -0.171, -0.168, -0.393, -0.394, 0.208, -0.744, -0.704, 0.197, 0.821, 0.488, 0.199, 0.205, 0.230, -0.523, 0.206, 0.074, 0.212, -0.231, 0.230, -0.194, 0.253, -0.497, 0.201, 0.201, 0.217, 0.198, -0.599, 0.206, -0.521, -0.444, 0.201, -0.157, 0.200, 0.203, 0.195, 0.523

***

ORCA calculation (ωB97M-V/def2-TZVPD) on a structure of composition C20H33Cl2N2O4Pb in a non-equilibrium geometry.

```
62
Properties=species:S:1:pos:R:3
H -0.31 -6.11 0.29
O 1.21 0.09 3.49
H -4.51 1.86 2.64
H 0.31 -1.03 6.41
H -2.18 -0.15 2.82
C -0.03 1.71 -5.06
H 5.35 0.79 1.19
H -2.91 -5.24 1.76
N -1.17 -4.32 0.99
H -3.61 2.73 0.57
C -1.95 -4.83 2.11
Cl 1.61 2.37 0.24
H 0.36 4.42 -7.86
H -0.67 -1.60 5.04
C 0.33 -1.22 5.33
C -0.35 1.11 -3.73
H 2.76 -0.68 -1.65
O 2.35 -1.40 0.53
C 1.26 3.45 -6.14
O -0.88 -2.19 1.86
H -2.14 -4.02 2.83
H 5.63 1.19 -0.54
C -3.97 1.07 3.16
H -0.09 1.20 6.24
H -2.76 1.83 -0.77
C 1.13 2.48 -5.15
H 4.23 0.27 -2.15
H 3.75 -0.55 1.79
H 2.13 4.11 -6.11
H 1.91 2.34 -4.39
C 3.30 -0.64 0.79
C 0.28 3.61 -7.12
H -0.28 -4.71 -0.83
C 4.89 1.14 0.26
H -0.97 0.20 -3.77
C -2.68 2.18 0.28
H -1.43 -5.66 2.61
H -1.13 1.27 4.80
H 2.73 1.12 -1.63
N 3.86 0.19 -0.11
H 1.08 -1.99 5.11
H 4.47 2.14 0.42
H -3.65 1.42 4.15
C -0.94 1.73 -6.16
C -0.78 2.70 -7.16
C -0.87 -5.25 -0.09
Cl -1.45 -1.49 -1.41
C -2.36 1.06 1.17
H -1.75 1.00 -6.21
C 0.58 0.04 4.54
H 0.42 2.16 4.82
C -0.70 -3.06 1.00
C -2.79 0.62 2.33
C 3.36 0.22 -1.48
H -1.51 2.77 -7.98
Pb 0.03 0.19 0.19
H -1.80 -5.62 -0.55
O 0.01 1.43 -2.60
H -0.12 -2.84 0.09
H -4.66 0.23 3.33
C -0.09 1.25 5.15
H -1.83 2.90 0.28
```

Results
DFT total energy	-2305.6287	a.u.
2S+1	1
total charge	-1
E_HOMO	-2.686	eV

Population analysis type natural (NBO), resulting atomic charges in e: 0.177, -0.524, 0.195, 0.204, 0.176, -0.153, 0.195, 0.186, -0.437, 0.155, -0.417, -0.826, 0.211, 0.253, -0.722, 0.410, 0.239, -0.671, -0.208, -0.657, 0.242, 0.183, -0.648, 0.201, 0.214, -0.163, 0.175, 0.126, 0.211, 0.235, 0.543, -0.205, 0.231, -0.401, 0.149, -0.693, 0.177, 0.257, 0.247, -0.412, 0.232, 0.228, 0.182, -0.178, -0.227, -0.395, -0.828, -0.349, 0.224, 0.599, 0.240, 0.547, -0.326, -0.440, 0.212, 1.286, 0.190, -0.502, 0.163, 0.191, -0.727, 0.225